Below is a cluster of 2 separate species, C3H7S in total, with properties calculated with ωB97M-V/def2-TZVPD.

Last columns: bonded neighbours and bond lengths (Å).
Positions of all 11 atoms, in Å:
1 S 0.9661 -2.7521 -2.0743  H2 1.343
2 H -0.3262 -3.0790 -1.9117  S1 1.343
3 C -0.9847 1.1729 0.0633  C4 1.508, H6 1.084, H7 1.085, H8 1.091
4 C 0.3578 0.9738 0.7208  C3 1.508, C5 1.319, H9 1.089
5 C 0.9211 -0.2177 0.7732  C4 1.319, H10 1.082, H11 1.090
6 H -1.1139 2.2066 -0.2352  C3 1.084
7 H -1.0477 0.5109 -0.7946  C3 1.085
8 H -1.8451 0.8890 0.6709  C3 1.091
9 H 0.8170 1.8078 1.2487  C4 1.089
10 H 1.8226 -0.4854 1.3089  C5 1.082
11 H 0.4331 -1.0267 0.2300  C5 1.090

Results
E in hartree: -516.68776
Charge: -1
Kohn-Sham gap in eV: 6.3
Max |F| in eV/Å: 0.84
Energy above the lowest of the compared OMol25 structures with the same formula, charge and spin in kcal/mol: 15.5
LUMO in eV: 3.89

These are the Löwdin partial charges, in e, on atoms 1 to 5: number 1, S, carries -0.365; number 2, H, carries -0.503; number 3, C, carries -0.131; number 4, C, carries -0.262; number 5, C, carries -0.038